[1]
Here is a gas-phase ion, C5H9N2O (charge +1) at a distorted geometry from OMol25. Energies are from ωB97M-V/def2-TZVPD.

## Properties
Kohn-Sham gap (spin up / spin down), eV: 8.14 / 8.06
Highest occupied orbital energy (spin up / spin down), eV: -13.3 / -13.3
Energy relative to the best compared isomer or geometry (same formula, charge and spin), kcal per mole: 147.4
Multiplicity: 1
Charge: +1

Geometry (Å):
C  2.6297  -1.1877  0.0418
C  2.4370  0.1099  0.4594
C  0.0874  -0.2977  0.5275
C  -1.6126  1.1218  -0.5314
C  -1.3363  -0.1579  0.2265
N  1.4462  -1.9217  -0.0847
N  1.0218  0.5531  0.5472
O  1.4700  -3.2706  0.2256
H  3.6035  -1.5435  -0.3671
H  3.2295  0.8262  0.6581
H  -1.0204  1.9899  -0.0647
H  -2.6470  1.3955  -0.6911
H  -1.1697  1.0452  -1.5717
H  -1.7056  -0.9208  -0.3391
H  -1.8834  -0.1359  1.2206
H  0.7565  1.5440  0.4794
H  0.6764  -3.6236  -0.2021

Force components x, y, z for each atom (eV/Å):
-1.3 0.5 0.4
-0.9 -0.3 -0.6
0.8 -2.6 -0.2
2.2 1.8 -1.3
-0.2 2.5 2.5
-0.5 0.7 -0.3
2.2 -0.5 0.2
0.5 2.1 0.0
-0.8 -0.1 1.0
-0.5 0.0 -0.4
-1.4 -0.9 -0.5
-0.2 -0.1 0.5
-0.5 0.0 1.0
-0.8 -2.6 -1.2
0.6 -0.3 -1.0
0.6 -0.2 0.0
0.0 0.0 -0.1



[2]
Here is a single C5H9N2O3PS2 molecule at a distorted geometry from OMol25. Energies are from ωB97M-V/def2-TZVPD.

## Properties
Kohn-Sham gap (spin up / spin down), eV: 6.92 / 6.01
Highest occupied orbital energy (spin up / spin down), eV: -6.5 / -9.2
Energy relative to the best compared isomer or geometry (same formula, charge and spin), kcal per mole: 25.6
⟨S²⟩: 2.007
Multiplicity: 3

Geometry (Å):
C  -0.4381  0.9225  -0.8849
C  0.9265  -0.8872  -1.9970
C  0.0057  0.8475  0.6221
C  1.5611  0.9038  0.8285
C  -0.5126  1.9281  1.4483
N  -0.0756  0.0052  -1.9179
N  -0.6139  -0.4272  1.1563
O  -1.0643  1.8913  -1.1847
O  -1.9004  -1.9202  -0.8047
O  -0.9636  -3.0125  1.1434
P  -0.6700  -1.7359  0.2987
S  1.7955  -1.1371  -3.3329
S  1.1132  -2.1561  -0.7216
H  2.2386  0.6868  -0.0598
H  1.7188  0.3476  1.6522
H  1.8112  1.9996  1.0297
H  -0.3739  2.8955  0.8246
H  0.1420  1.9616  2.2968
H  -1.5239  1.7255  1.7817
H  -0.3051  0.4349  -2.8010
H  -1.8461  -2.5632  -1.4406
H  -1.0252  -2.7106  2.0628

Force components x, y, z for each atom (eV/Å):
1.6 0.8 1.2
0.0 -1.4 3.9
0.8 -3.5 -1.6
-0.1 3.3 -4.1
-0.5 2.6 -0.9
-1.3 2.2 0.7
0.3 -1.1 -1.2
-1.2 0.7 -1.2
0.8 3.4 3.5
0.2 -0.4 1.3
-1.4 1.1 -1.5
1.8 -0.6 -2.8
-0.1 0.2 -0.7
-1.0 -0.4 1.1
1.1 -2.0 2.7
-0.3 -1.4 0.0
-0.6 -1.3 1.4
0.0 0.3 0.7
-0.2 0.4 -0.2
-0.5 0.0 -0.2
0.5 -2.6 -2.4
0.1 -0.3 0.2